# 1
# C32H49BrN2O6PdS2Si

A molecular structure, C32H49BrN2O6PdS2Si (ωB97M-V/def2-TZVPD, the OMol25 dataset).

Computed properties:
spin multiplicity	5
Kohn-Sham gap (spin up / spin down)	7.141 / 5.403	eV
total charge	+2

Atoms and positions in Å:
Pd -2.059 0.240 -0.463
O -2.777 3.794 3.530
C -1.739 4.149 2.698
C -0.783 5.091 3.032
C 0.263 5.325 2.152
C 0.360 4.615 0.961
C -0.608 3.678 0.638
C -1.674 3.453 1.495
C -2.796 2.507 1.166
O -2.835 2.014 -0.094
N -2.738 1.359 2.168
N -2.737 0.157 1.735
C -2.734 -0.875 2.581
C -2.954 -2.182 2.136
Br -3.408 -2.458 0.345
C -2.935 -3.197 3.086
C -3.150 -4.597 3.010
C -3.066 -5.370 1.831
C -3.304 -6.723 1.884
C -3.649 -7.326 3.095
C -3.724 -6.587 4.271
C -3.451 -5.238 4.235
H -2.833 4.397 4.279
H -0.852 5.633 3.968
H 1.010 6.066 2.403
H 1.182 4.804 0.284
H -0.559 3.139 -0.300
H -3.751 2.986 1.420
H -2.770 1.573 3.166
H -2.590 -0.703 3.645
H -2.764 -2.824 4.093
H -2.780 -4.914 0.895
H -3.221 -7.322 0.988
H -3.851 -8.390 3.122
H -3.978 -7.068 5.205
H -3.484 -4.654 5.146
O -2.778 0.104 -2.460
S -3.441 1.063 -3.463
C -3.702 0.001 -4.907
C -2.773 0.486 -6.024
C -1.543 1.072 -5.334
C -2.115 1.981 -4.253
H -4.761 0.007 -5.158
H -3.426 -0.985 -4.531
H -3.272 1.260 -6.609
H -2.531 -0.330 -6.703
H -0.901 1.622 -6.020
H -0.945 0.282 -4.873
H -2.576 2.880 -4.669
H -1.435 2.276 -3.456
C 1.557 1.066 -3.307
C 2.359 1.900 -2.318
C 1.940 3.354 -2.362
C 3.854 1.753 -2.542
O 2.041 1.442 -0.960
Si 2.027 -0.040 -0.346
S -0.081 -0.846 -0.482
O 2.303 -0.149 1.221
C 2.345 0.783 2.346
C 1.025 1.532 2.383
C 2.536 -0.081 3.575
C 3.517 1.724 2.129
O 2.827 -1.086 -1.248
C 3.476 -2.385 -1.044
C 2.628 -3.235 -0.114
C 4.845 -2.107 -0.451
C 3.576 -2.999 -2.425
H 1.668 1.470 -4.314
H 0.498 1.092 -3.040
H 1.893 0.029 -3.318
H 2.171 3.779 -3.339
H 2.481 3.925 -1.607
H 0.868 3.456 -2.188
H 4.117 2.102 -3.541
H 4.160 0.711 -2.454
H 4.408 2.349 -1.816
H 0.193 0.824 2.456
H 0.891 2.138 1.485
H 0.986 2.197 3.247
H 1.693 -0.764 3.698
H 2.609 0.545 4.465
H 3.449 -0.670 3.492
H 3.386 2.298 1.210
H 4.450 1.163 2.068
H 3.594 2.426 2.960
H 2.495 -2.751 0.855
H 3.123 -4.192 0.055
H 1.650 -3.435 -0.556
H 4.754 -1.625 0.524
H 5.424 -1.460 -1.110
H 5.393 -3.040 -0.319
H 2.583 -3.201 -2.831
H 4.127 -3.938 -2.379
H 4.103 -2.325 -3.102

***

# 2
# C8H5BrOS

C8H5BrOS in the gas phase (ωB97M-V/def2-TZVPD, the OMol25 dataset).

Computed properties:
Kohn-Sham gap	8.733	eV
total charge	0

Atoms and positions in Å:
O -1.817 1.337 1.947
Br -0.153 -0.866 4.404
C 0.350 -1.221 1.506
C 0.003 -0.415 2.556
C 0.271 -0.407 -2.200
C 0.005 0.957 -2.145
C 0.457 -1.183 -1.056
C -0.167 1.568 -0.887
C 0.285 -0.583 0.173
C -0.030 0.770 0.236
S -0.334 1.288 1.928
H 0.533 -2.275 1.678
H 0.387 -0.886 -3.151
H -0.109 1.529 -3.074
H 0.774 -2.234 -1.113
H -0.455 2.623 -0.804

***

# 3
# C4H7NO

C4H7NO in the gas phase (ωB97M-V/def2-TZVPD, the OMol25 dataset).

Computed properties:
structure (SMILES)	C[C@H]1CNC1=O
Kohn-Sham gap	10.567	eV
total charge	0

Atoms and positions in Å:
C 1.580 -0.117 0.537
C 0.410 -0.127 -0.409
C -0.869 -0.800 0.039
N -1.667 0.323 -0.213
C -0.625 1.269 -0.540
O -0.650 2.410 -0.835
H 2.270 0.687 0.295
H 1.245 0.033 1.556
H 2.143 -1.042 0.500
H 0.708 -0.341 -1.430
H -0.853 -1.146 1.073
H -1.067 -1.647 -0.604
H -2.624 0.498 0.032

***

# 4
# C3H11NO4

4 unconnected molecules or ions with the total composition C3H11NO4 (ωB97M-V/def2-TZVPD, the OMol25 dataset).

Computed properties:
Kohn-Sham gap	3.275	eV
total charge	0

Atoms and positions in Å:
C 2.069 -1.189 -1.070
C -1.219 1.812 -0.561
O -1.996 2.031 0.593
C 2.127 -0.289 0.001
N 2.624 -0.856 1.229
O 1.873 0.934 0.059
H 2.656 -2.049 -0.861
H 1.420 -0.996 -1.884
H -0.280 1.192 -0.348
H -1.853 1.460 -1.493
H -0.724 2.779 -0.738
H 3.373 -1.519 1.012
H 2.955 -0.059 1.810
H -2.161 -1.335 -1.545
H -2.053 -0.889 0.086
O -1.526 -1.096 -0.802
H -2.307 1.222 1.023
H -2.371 -0.766 2.175
O -2.606 -0.385 1.314

***

In the order shown, the computed energy relative to the best compared isomer or geometry (same formula, charge and spin) values come out to 0.0 47.1 31.3 212.2 kcal per mole.
In the order shown, the computed M values come out to 836.30 229.10 85.11 125.12 g/mol.
In the order shown, the computed calculated total energy values come out to -152301.913 -91300.487 -7798.288 -12961.856 eV.